Version a
Molecular formula: C8H32O8
Method: DFT, ωB97M-V/def2-TZVPD

## Properties
E_HOMO = -9.90 eV
structure (SMILES) = CO.CO.CO.CO.CO.CO.CO.CO
gap between HOMO and LUMO = 10.47 eV

CARTESIAN COORDINATES (ANGSTROEM)
H 0.24 -3.43 -0.70
H -1.44 -0.20 -3.68
H 1.79 3.51 4.10
H 0.05 1.58 3.56
H 0.10 0.24 -0.62
H 1.50 3.48 2.29
H -1.32 -0.91 1.50
O -2.29 -0.90 1.38
O -2.91 1.48 2.52
H -0.29 -4.86 -1.53
H 4.76 2.03 1.13
H -1.50 -3.67 -1.21
H 3.58 -0.61 -4.56
H -2.86 1.82 -2.23
O 4.49 0.14 2.00
H -3.28 3.22 1.61
C -3.80 2.29 1.83
H -2.79 0.17 -1.64
H -0.20 -3.78 -3.39
C 2.64 -1.08 -4.74
C 1.13 3.19 3.24
O -1.31 0.49 -3.03
H 2.07 -0.55 -5.52
H 0.19 3.70 3.43
O 0.93 1.78 3.15
H 0.99 0.06 2.02
H 2.84 -3.03 -4.27
H 1.75 0.56 -0.21
H -2.95 0.56 2.20
C -0.42 -3.81 -1.47
H -4.66 2.44 2.39
H 4.44 2.07 2.84
H 0.45 1.58 0.38
C -2.60 0.78 -2.52
O 0.57 -0.34 1.26
H 1.97 -1.04 -3.89
C -2.94 -2.15 1.51
H -3.76 -1.98 0.82
O 2.83 -2.47 -5.04
H -2.30 -2.96 1.23
H 3.54 0.14 1.88
O -0.11 -3.15 -2.69
H 6.00 1.45 2.29
H -3.33 0.41 -3.25
C 0.76 0.55 0.19
C 4.94 1.50 2.08
H -4.16 1.90 0.82
H -3.32 -2.22 2.55

Version b
Molecular formula: C8H32O8
Method: DFT, ωB97M-V/def2-TZVPD

## Properties
E_HOMO = -10.05 eV
structure (SMILES) = CO.CO.CO.CO.CO.CO.CO.CO
gap between HOMO and LUMO = 10.70 eV

CARTESIAN COORDINATES (ANGSTROEM)
C 10.27 8.14 9.57
H 9.36 7.89 7.85
H 13.34 7.43 8.25
H 6.48 6.87 7.25
H 12.76 11.85 6.86
O 9.19 11.65 9.02
O 6.84 6.35 6.50
H 14.44 6.46 6.60
C 10.52 7.08 5.51
H 11.68 10.60 5.01
H 10.70 6.06 5.20
H 11.14 12.22 5.46
H 11.08 8.91 9.56
H 13.18 12.21 10.91
H 13.69 4.95 7.30
O 12.04 11.27 6.96
H 8.65 6.94 5.86
H 6.72 4.30 6.97
H 11.34 7.23 6.17
H 7.40 5.35 8.19
H 5.58 9.81 8.83
C 11.27 11.22 5.84
H 5.74 9.41 10.50
H 9.05 10.88 8.47
H 9.77 8.17 10.53
H 7.88 11.77 10.70
H 4.62 8.53 9.35
C 5.58 8.96 9.50
H 12.94 5.92 5.96
C 7.37 5.18 7.09
O 9.41 7.41 6.22
C 8.80 11.36 10.36
H 8.72 10.27 10.51
H 10.30 10.75 6.04
H 9.62 11.61 11.04
C 12.70 11.26 10.80
O 13.32 10.42 9.80
H 10.71 7.15 9.45
O 12.78 6.71 7.85
H 10.67 7.68 4.65
O 6.50 7.99 9.14
H 12.65 10.51 11.60
H 12.85 10.56 8.97
H 7.39 8.24 9.09
H 11.62 11.45 10.52
H 8.34 4.82 6.70
C 13.51 5.97 6.92
O 9.29 8.51 8.61

Which is the most stable structure? version b is the most stable.

Version a
Molecular formula: C16H24BrINO6SbSe4V
Method: DFT, ωB97M-V/def2-TZVPD

## Properties
E_HOMO (spin up / spin down) = -7.58 / -7.53 eV
expectation value of S² = 0.76
gap between HOMO and LUMO (spin up / spin down) = 6.39 / 6.05 eV
spin multiplicity = 2

CARTESIAN COORDINATES (ANGSTROEM)
H 1.24 -2.69 5.24
N -0.15 -0.93 -3.22
C -1.81 -0.96 0.65
O 0.82 -2.29 -1.76
Se 2.35 3.38 0.71
H 0.41 1.48 4.73
C -0.50 -0.53 1.27
H -3.82 -0.03 -0.91
C 0.70 -0.62 5.09
O -1.82 -0.47 -0.68
H -0.07 -0.69 5.85
H -1.63 0.75 -4.98
H -0.06 3.32 -2.58
C 2.44 -1.66 3.80
C 1.98 0.68 3.52
C 0.58 -3.07 -0.60
C 2.72 -0.45 3.17
H -0.31 -1.02 2.23
C 1.13 -2.17 0.50
C -2.85 0.48 -0.99
V 0.35 -0.16 -1.80
Sb 3.58 2.39 -1.13
Br 3.38 -3.25 3.39
C 0.03 -2.33 -2.97
H 2.19 1.62 3.03
C -2.31 -0.11 -4.84
C -0.80 2.69 -2.09
H 1.13 -4.02 -0.66
H 0.57 -2.85 -3.75
C -2.87 1.71 -0.10
O -0.29 1.39 -1.97
H -2.70 0.71 -2.04
H -1.90 -2.05 0.62
H -2.65 -0.58 1.23
C 0.98 0.59 4.47
H 2.21 -2.05 0.36
C -1.09 3.23 -0.69
O -3.28 -0.06 -4.13
H -3.32 1.48 0.87
H 0.94 -2.55 1.50
O 0.56 -0.86 0.34
Se 2.63 0.19 -2.11
Se 2.49 4.09 -2.52
H -2.08 -1.01 -5.44
H -0.93 -2.82 -2.78
O -1.60 2.25 0.20
H -0.46 0.55 1.38
Se 5.87 1.78 -1.10
H -1.78 4.08 -0.77
H -0.16 3.57 -0.24
H -1.70 2.64 -2.70
I 4.21 -0.21 1.74
C 1.43 -1.74 4.76
H -0.49 -3.28 -0.49
H -3.51 2.46 -0.59

Version b
Molecular formula: C16H24BrINO6SbSe4V
Method: DFT, ωB97M-V/def2-TZVPD

## Properties
E_HOMO (spin up / spin down) = -7.50 / -7.48 eV
expectation value of S² = 0.76
gap between HOMO and LUMO (spin up / spin down) = 6.36 / 6.13 eV
spin multiplicity = 2

CARTESIAN COORDINATES (ANGSTROEM)
H -0.16 2.72 -0.33
H 2.08 -1.97 -4.42
H -2.01 -2.71 -3.13
O 1.60 -0.14 -5.12
C -2.79 0.02 3.99
H 2.84 -0.16 -2.87
H 4.27 1.34 -1.59
Sb 2.19 -3.18 1.72
H 0.03 2.38 -3.04
H 0.74 0.86 0.98
C -2.16 -0.70 0.72
Br -4.21 -1.21 3.70
C -0.81 1.90 4.41
H -2.78 0.09 -1.22
H -2.39 3.36 4.32
H -3.80 -1.24 -0.59
O -0.19 1.00 -1.51
H -4.16 1.67 3.95
C 0.63 1.66 -2.47
O -0.76 -0.44 0.55
C -3.12 1.37 4.05
Se 4.36 -2.92 0.63
C 3.47 0.84 -1.04
C -0.66 1.75 -0.40
H 0.95 0.88 -3.15
O 1.84 -0.89 -1.25
C -0.49 0.56 4.34
O 2.41 1.75 -0.77
O -1.92 -1.80 -1.27
H 0.54 0.24 4.44
C -2.78 -0.85 -0.65
H 2.55 2.59 -2.67
N -0.20 -1.73 -2.70
I -0.84 -2.39 3.98
H 0.61 -1.84 -5.57
H -0.82 1.27 1.73
Se 2.48 -0.84 2.31
H -1.73 1.92 -0.51
H -2.62 0.10 1.30
C 1.43 -1.33 -5.03
C -0.34 0.92 0.82
C -2.13 2.31 4.26
H 3.84 0.53 -0.06
C -1.62 -1.79 -2.69
H 1.52 3.38 -1.50
C 1.83 2.40 -1.87
C -1.48 -0.40 4.12
H -0.03 2.63 4.58
H -2.06 -0.91 -3.16
C 3.03 -0.39 -1.82
H -2.24 -1.63 1.27
Se 1.64 -4.94 3.22
Se 0.40 -3.50 -0.12
H 3.80 -1.16 -1.74
V 0.24 -1.40 -1.11

Which is the most stable structure? version b is the most stable.

Version a
Molecular formula: CH2IOP
Method: DFT, ωB97M-V/def2-TZVPD

## Properties
E_HOMO (spin up / spin down) = -8.33 / -8.17 eV
gap between HOMO and LUMO (spin up / spin down) = 7.51 / 7.74 eV

CARTESIAN COORDINATES (ANGSTROEM)
O -1.96 -0.94 0.80
I 2.51 0.57 -0.41
H -0.08 1.52 -1.18
H -0.05 -0.72 1.55
C -0.83 -0.67 0.79
P 0.41 0.25 -1.54

Version b
Molecular formula: CH2IOP
Method: DFT, ωB97M-V/def2-TZVPD

## Properties
E_HOMO = -9.38 eV
structure (SMILES) = O=CPI
gap between HOMO and LUMO = 9.41 eV

CARTESIAN COORDINATES (ANGSTROEM)
H -0.48 1.30 0.77
I -2.51 0.04 -0.65
P -0.49 -0.98 -0.33
H -0.83 -1.37 1.04
O 1.53 0.63 0.68
C 0.42 0.38 0.47

Which is the most stable structure? version b is the most stable.